[1]
A 2-piece molecular cluster, C4H14N3 overall. Source: OMol25; level of theory: ωB97M-V/def2-TZVPD.

CARTESIAN COORDINATES (ANGSTROEM)
C (0.334, -3.053, 0.470)
C (1.186, -1.912, 1.084)
H (-0.126, -2.864, -0.497)
H (1.000, -3.876, 0.237)
H (-0.515, -3.189, 1.132)
H (0.531, -1.224, 1.613)
H (1.822, -1.344, 0.406)
H (1.804, -2.471, 1.780)
C (-1.800, 0.783, 0.344)
C (-0.008, 1.766, -0.895)
N (-1.164, 1.104, -0.918)
N (0.633, 1.878, 0.271)
N (0.488, 2.412, -1.954)
H (-1.546, 0.817, -1.804)
H (0.443, 1.364, 1.113)
H (1.420, 2.432, 0.301)
H (0.409, 2.280, -2.948)
H (1.195, 3.081, -1.721)
H (-2.846, 0.511, 0.254)
H (-1.873, 1.652, 0.991)
H (-1.390, -0.148, 0.740)

Forces on atoms 1 to 6 (eV/Å):
0.2 1.2 -0.8
-0.5 -0.8 -0.3
0.0 0.6 -0.2
-0.4 -0.6 0.6
0.2 -1.0 0.2
0.1 0.1 0.3

Max |F|   2.337 eV/Å
HOMO-LUMO gap   11.5 eV
Total charge   +1
Spin multiplicity   1
ΔE to the lowest compared entry with this formula, charge and spin   78.6 kJ/mol
Molar mass   104.2 g/mol
HOMO level   -14.6 eV

=====

[2]
C32H23Cl2F6N6O4S4Tl as an isolated structure. Source: OMol25; level of theory: ωB97M-V/def2-TZVPD.

CARTESIAN COORDINATES (ANGSTROEM)
Tl (-0.033, -0.016, 0.446)
Cl (0.137, -2.794, 2.321)
C (-1.406, -2.607, 3.125)
C (-1.481, -3.090, 4.420)
C (-2.673, -3.009, 5.116)
C (-3.770, -2.426, 4.503)
C (-3.665, -1.938, 3.213)
Cl (-5.089, -1.187, 2.547)
C (-2.483, -2.012, 2.445)
S (-2.434, -1.451, 0.800)
H (-0.602, -3.529, 4.872)
H (-2.748, -3.396, 6.124)
H (-4.715, -2.342, 5.022)
N (0.441, -2.997, -3.464)
C (1.269, -3.833, -2.734)
C (1.907, -5.030, -3.045)
C (2.665, -5.604, -2.042)
C (2.775, -5.009, -0.773)
C (2.140, -3.821, -0.477)
C (1.377, -3.224, -1.480)
N (0.643, -2.048, -1.459)
C (0.104, -1.956, -2.640)
C (-0.754, -0.846, -3.054)
C (-1.311, -0.649, -4.279)
S (-2.220, 0.795, -4.278)
C (-1.795, 1.045, -2.638)
N (-1.041, 0.126, -2.128)
H (0.132, -3.139, -4.408)
H (1.810, -5.493, -4.018)
H (3.177, -6.538, -2.232)
H (3.364, -5.504, -0.010)
H (2.208, -3.365, 0.501)
H (-1.234, -1.256, -5.166)
H (-2.126, 1.912, -2.084)
F (4.060, 3.267, -2.652)
C (3.781, 2.156, -1.990)
F (2.645, 1.642, -2.407)
F (4.758, 1.278, -2.147)
S (3.704, 2.621, -0.179)
O (2.916, 1.353, 0.425)
O (5.046, 2.689, 0.263)
N (2.856, 3.847, 0.055)
S (1.242, 3.983, -0.178)
O (0.958, 5.260, -0.733)
O (0.719, 2.786, -0.758)
C (0.705, 4.095, 1.587)
F (-0.558, 4.493, 1.618)
F (0.828, 2.921, 2.186)
F (1.460, 4.991, 2.211)
N (6.795, -7.111, 0.716)
C (6.341, -6.056, 0.675)
C (5.768, -4.733, 0.620)
C (5.855, -3.992, -0.555)
C (5.300, -2.728, -0.611)
C (4.662, -2.194, 0.507)
C (4.577, -2.940, 1.682)
C (5.122, -4.209, 1.737)
C (4.094, -0.875, 0.451)
C (3.518, 0.170, 0.441)
H (6.358, -4.412, -1.415)
H (5.351, -2.148, -1.523)
H (4.068, -2.524, 2.542)
H (5.053, -4.797, 2.642)
C (-4.672, 4.101, 1.448)
C (-4.204, 3.425, 0.152)
C (-5.275, 2.461, -0.371)
C (-3.849, 4.482, -0.899)
C (-2.995, 2.637, 0.463)
N (-2.092, 1.979, 0.725)
H (-5.584, 4.664, 1.247)
H (-3.912, 4.787, 1.823)
H (-4.880, 3.359, 2.218)
H (-6.173, 3.025, -0.627)
H (-5.527, 1.717, 0.385)
H (-4.930, 1.931, -1.260)
H (-4.718, 5.118, -1.073)
H (-3.568, 4.025, -1.849)
H (-3.022, 5.109, -0.563)

Forces on atoms 1 to 6 (eV/Å):
-0.2 -0.4 0.3
0.0 0.0 0.0
0.0 0.0 0.1
0.0 0.0 0.0
0.0 0.0 0.0
0.0 0.0 0.0

Max |F|   0.553 eV/Å
HOMO-LUMO gap   6.2 eV
Total charge   0
Spin multiplicity   1
ΔE to the lowest compared entry with this formula, charge and spin   174.5 kJ/mol
Molar mass   1073.1 g/mol
HOMO level   -6.6 eV

=====

[3]
An isolated ion of composition C5H10N and charge +1. Source: OMol25; level of theory: ωB97M-V/def2-TZVPD.

CARTESIAN COORDINATES (ANGSTROEM)
C (2.115, -0.910, -0.078)
C (0.798, -0.762, -0.396)
C (-0.091, 0.372, 0.254)
N (0.182, 1.661, -0.450)
C (-1.475, -0.024, 0.261)
C (-1.925, -1.192, 0.740)
H (2.900, -1.575, -0.448)
H (2.419, -0.032, 0.518)
H (0.246, -1.301, -1.078)
H (0.195, 0.672, 1.223)
H (0.569, 1.510, -1.449)
H (1.128, 1.981, -0.077)
H (-0.581, 2.363, -0.483)
H (-2.220, 0.763, -0.052)
H (-2.941, -1.426, 0.580)
H (-1.318, -2.099, 0.935)

Forces on atoms 1 to 6 (eV/Å):
-1.9 2.0 -0.3
2.3 1.6 2.1
2.1 -1.4 -1.0
2.9 0.6 -2.8
-3.0 0.1 0.3
1.3 -0.2 -1.6

Max |F|   4.115 eV/Å
HOMO-LUMO gap   10.3 eV
Total charge   +1
SMILES   C=CC([NH3+])C=C
Spin multiplicity   1
ΔE to the lowest compared entry with this formula, charge and spin   208.2 kJ/mol
Molar mass   84.1 g/mol
HOMO level   -14.1 eV